Entry 1
{
  "formula": "C4H7NO2S",
  "method": "ωB97M-V/def2-TZVPD",
  "gap_ev": 5.8,
  "smiles": "C[C@H](C[S-])NC(=O)[O-]",
  "total_charge": -2,
  "e_homo_ev": 0.353,
  "multiplicity": 1,
  "species": ["C", "C", "C", "S", "N", "C", "O", "O", "H", "H", "H", "H", "H", "H", "H"],
  "xyz": [[-0.9303, 1.0853, -0.5944], [-0.0058, -0.1447, -0.3828], [-0.9258, -1.3632, -0.3691], [-0.6805, -2.3190, -2.0261], [0.6894, 0.0223, 0.8737], [2.0340, 0.4704, 1.1185], [2.6495, 0.9251, 0.1119], [2.4421, 0.3862, 2.3017], [-1.2355, 1.2269, -1.6392], [-0.3629, 1.9945, -0.3241], [-1.8116, 1.1767, 0.0537], [0.7119, -0.1072, -1.1931], [-0.8762, -2.0099, 0.5051], [-2.0007, -1.1448, -0.2081], [0.3025, -0.1986, 1.7724]]
}

---

Entry 2
{
  "formula": "C4H7NO2S",
  "method": "ωB97M-V/def2-TZVPD",
  "gap_ev": 5.5,
  "smiles": "[O-]/C=N\\[C@H](CO)C[S-]",
  "total_charge": -2,
  "e_homo_ev": 0.719,
  "multiplicity": 1,
  "species": ["O", "C", "N", "C", "C", "O", "C", "S", "H", "H", "H", "H", "H", "H", "H"],
  "xyz": [[-1.2636, 1.1254, -2.1175], [-1.2639, 1.3452, -0.8415], [-0.5623, 1.1923, 0.1913], [0.4193, 0.1705, 0.5306], [0.9086, -0.6399, -0.6355], [1.1844, 0.1183, -1.7368], [-0.1828, -0.7477, 1.6811], [0.9443, -1.9198, 2.3574], [-2.0994, 1.9782, -0.5647], [1.2871, 0.8209, 1.0489], [1.8458, -1.0090, -0.3460], [0.1823, -1.4011, -1.0597], [0.2070, 0.4288, -2.0910], [-0.9172, -1.3895, 1.2247], [-0.6896, -0.0725, 2.3587]]
}

---

Which of them is the most stable? Correct choice: entry 1.